A single C5H2F3NO2S molecule. Source: OMol25; level of theory: ωB97M-V/def2-TZVPD.

The total energy comes out at -29787.59956 eV. For the molecular weight, the calculation gives 197.14 g/mol. For the HOMO energy, the calculation gives -9.06 eV. The multiplicity is 1.

Positions of all 14 atoms, in Å:
1 C -0.17 -0.56 0.33
2 C 0.19 0.57 -0.32
3 C -0.35 -1.86 -0.24
4 C 0.26 -0.87 -2.56
5 C 0.43 -1.11 -4.04
6 N -0.10 -1.90 -1.78
7 O -0.28 -3.02 -2.28
8 O -0.66 -2.89 0.25
9 F -0.73 -1.44 -4.63
10 F 0.85 0.02 -4.63
11 F 1.32 -2.05 -4.33
12 S 0.51 0.75 -1.99
13 H -0.35 -0.51 1.40
14 H 0.29 1.50 0.21


3 unconnected molecules or ions with the total composition C5H2N3O6. Source: OMol25; level of theory: ωB97M-V/def2-TZVPD.

The total energy comes out at -21969.50041 eV. For the molecular weight, the calculation gives 200.09 g/mol. For the HOMO energy (spin up / spin down), the calculation gives -4.56 / -4.25 eV. Its relative energy (zero: lowest compared OMol25 entry of this formula, charge and spin) is 81.79 kcal/mol. The multiplicity is 1. As for the charge: -1.

Positions of all 16 atoms, in Å:
1 C -0.55 1.21 0.17
2 C -0.06 -1.04 -0.69
3 C 1.72 0.74 -0.16
4 C -0.13 -4.17 0.18
5 C -0.90 -0.02 -0.27
6 N 0.74 1.53 0.41
7 N 1.32 -0.44 -0.70
8 N -3.95 -0.03 0.32
9 O -1.17 -3.96 0.68
10 O -4.39 -1.11 -0.12
11 O -0.11 -2.21 -1.10
12 O 2.86 1.13 -0.14
13 O 0.86 -4.60 -0.19
14 O -4.47 0.89 0.86
15 H -1.29 2.00 0.58
16 H 2.03 -1.09 -1.07


A single C5H2O molecule. Source: OMol25; level of theory: ωB97M-V/def2-TZVPD.

The total energy comes out at -7256.79005 eV. For the molecular weight, the calculation gives 78.07 g/mol. For the HOMO energy (spin up / spin down), the calculation gives -9.16 / -9.16 eV. Its relative energy (zero: lowest compared OMol25 entry of this formula, charge and spin) is 85.74 kcal/mol. The multiplicity is 1. Its SMILES is O=C[C@]12C3=C1[C@@H]32.

Positions of all 8 atoms, in Å:
1 O 2.85 -0.21 0.03
2 C 1.70 0.06 -0.18
3 C 0.65 -0.87 0.18
4 C -0.52 -2.12 -0.59
5 C 0.53 -2.25 0.35
6 C -0.85 -1.00 0.09
7 H 1.29 1.10 -0.69
8 H -1.66 -0.56 0.73


A single C5H2O molecule. Source: OMol25; level of theory: ωB97M-V/def2-TZVPD.

The total energy comes out at -7256.12456 eV. For the molecular weight, the calculation gives 78.07 g/mol. For the HOMO energy, the calculation gives -9.88 eV. Its relative energy (zero: lowest compared OMol25 entry of this formula, charge and spin) is 101.09 kcal/mol. The multiplicity is 1.

Positions of all 8 atoms, in Å:
1 O -1.34 -1.30 0.68
2 C -0.83 -0.23 0.50
3 C -0.67 0.44 -1.19
4 C 0.31 1.11 -1.71
5 C 0.97 0.41 -0.71
6 C 1.02 -0.25 0.37
7 H -1.05 0.71 1.03
8 H 1.59 -0.89 1.02